{
  "formula": "C2H12LiO4",
  "method": "the ωB97M-V functional and the def2-TZVPD basis",
  "elements": ["Li", "C", "C", "O", "H", "H", "H", "H", "H", "H", "O", "H", "H", "O", "H", "H", "O", "H", "H"],
  "positions_angstrom": [[-0.8190, 0.3561, -0.2381], [2.1009, -1.1925, 0.8777], [1.9326, -0.1493, -0.2260], [0.8761, -0.5065, -1.1288], [1.1974, -1.2089, 1.4959], [2.8909, -0.8650, 1.5578], [2.3061, -2.1941, 0.5138], [2.8635, -0.0334, -0.7789], [1.6961, 0.7995, 0.2588], [1.2461, -0.9443, -1.8973], [-1.5540, -0.0592, 1.5996], [-2.4186, -0.3821, 1.8824], [-1.1309, 0.2687, 2.4055], [-2.1948, -0.5866, -1.2255], [-3.0581, -0.9737, -1.0337], [-2.2955, -0.1412, -2.0790], [-1.0156, 2.2667, -0.6456], [-1.5350, 2.6079, -1.3855], [-1.0880, 2.9380, 0.0469]],
  "atomic_forces_ev_per_a": [[0.0, -0.4, -0.1], [-0.3, 0.6, 0.3], [0.6, -0.8, 0.4], [-0.4, 0.6, 0.4], [0.0, -0.2, -0.2], [0.2, -0.1, -0.2], [0.1, 0.0, -0.1], [0.0, 0.2, 0.0], [-0.1, 0.2, -0.3], [-0.1, -0.1, 0.0], [0.3, 0.2, 0.2], [0.1, 0.0, -0.1], [-0.1, -0.1, -0.1], [-0.2, 0.3, -0.3], [0.2, 0.0, 0.0], [-0.1, -0.3, 0.1], [-0.1, 0.1, 0.1], [0.2, 0.0, 0.1], [0.0, -0.1, -0.2]],
  "lowdin_charge": [0.7075, -0.0676, -0.2853, -0.1293, 0.0637, 0.0868, 0.0833, 0.1230, 0.1079, 0.1050, -0.0811, 0.0744, 0.0744, -0.0865, 0.0792, 0.0723, -0.0801, 0.0751, 0.0773],
  "relative_energy_kcal_mol": 6.51,
  "e_homo_ev": -14.3608,
  "total_charge": 1,
  "e_tot_ha": -391.7574,
  "gap_ev": 11.0299
}